[1]
A molecular structure, C34H49Cl2N2OP3ReS at a distorted geometry, computed with ωB97M-V/def2-TZVPD.

Results
**Orbital gap (spin up / spin down)**: 6.458 / 4.760 eV
**Maximum force**: 7.82 eV/A
**Multiplicity**: 4
**ΔE to the lowest compared entry with this formula, charge and spin**: 109.04 kcal per mole
**Total charge**: +2
**Expectation value of S²**: 3.79

Last column: Mulliken charge in e.
Element x y z (Å)
C 2.3379 -3.1077 2.9841  -1.362
H -5.2638 -3.8447 0.4134  0.448
H 0.2751 0.3606 7.8489  0.415
C -0.5783 -0.3972 -4.6943  -0.489
H 3.4230 -0.2157 -4.9483  0.406
P 1.4908 1.2038 -4.0681  0.251
P 1.3388 -2.5895 1.5545  0.746
C 3.7780 1.9328 -2.3210  -0.577
H -4.5057 -0.3553 -1.6786  0.346
N 0.6377 1.7101 4.7106  0.220
C 0.9661 1.4170 6.1317  -0.479
H -1.9674 4.4779 -1.8480  0.426
H -0.1193 -3.8891 0.1237  0.146
H 1.3475 3.1154 -5.2796  0.370
H -0.5401 2.5028 -1.4096  0.427
H -0.7261 -1.3529 -1.5903  -0.459
C 0.4883 2.5719 -3.3945  0.913
C -4.9089 -1.0331 -0.9196  -1.350
H -5.1226 -0.4599 -0.0110  0.420
H -0.0472 5.0824 -5.6824  0.415
H -1.0996 0.5357 -4.8800  0.434
C -2.2628 -1.6134 0.1335  0.471
S -1.0557 1.3841 2.6383  -0.582
H -2.5364 2.0706 4.4979  0.364
Re -0.0932 -0.7657 2.1149  0.670
H 0.3578 3.9781 5.4660  0.338
C 0.3587 -4.0529 1.0983  -1.205
C -0.6108 1.7183 4.2430  0.225
H 1.6660 -3.4878 3.7625  0.387
C -0.2615 -0.4692 0.1465  0.300
H 3.2681 2.2705 -1.4133  0.379
C 3.9125 0.4976 -4.2860  -0.616
H 2.1374 -2.6779 -0.7659  0.053
H -1.4328 0.7311 -2.0355  0.083
H -0.5961 4.9150 6.6328  0.361
H 3.0806 -3.8512 2.6636  0.495
C -1.2323 4.1382 -2.6012  -0.695
C 5.8419 1.7691 -3.6211  -0.346
H -4.2962 -3.7549 -2.3471  0.482
C 0.0988 0.3655 6.7702  -1.084
Cl 2.3433 0.0492 2.9539  -0.573
H -2.5788 3.4484 6.2219  0.505
C 1.1907 -1.6105 -3.5835  -0.300
H -2.5973 -2.0156 2.1812  0.209
C 2.5969 -2.5116 0.2190  -1.087
C -1.3025 -0.8130 -0.7789  1.658
H -1.0875 4.8798 4.9351  0.335
O -2.0493 0.3569 -1.3519  -0.635
H 2.0130 1.0876 6.1264  0.478
H -0.9611 0.5573 6.5856  0.331
H 0.9107 2.3767 6.6586  0.193
C 0.6526 -2.8042 -4.0766  -0.570
H 3.0804 -1.5270 0.2290  0.324
H -4.5186 -2.7986 1.6557  0.473
H 1.0920 -3.7847 -3.8087  0.447
H 1.3379 0.9944 0.3238  0.516
C -0.1848 4.5268 -4.7482  -0.732
H 6.8693 2.0723 -3.8075  0.426
H 2.0350 -1.6660 -2.8968  0.607
H -2.6328 -4.0515 -1.8050  0.398
C 0.6663 -0.3599 -4.0034  0.479
C -1.0636 -1.5700 -5.2413  -0.861
H 5.7528 0.4812 -5.3735  0.411
H -3.5938 -4.1635 0.9737  0.398
C 0.6461 0.2715 0.7714  -1.806
N -1.6579 2.0612 5.0251  -0.133
C -0.4372 2.9869 -2.3855  -0.028
H 5.6743 2.8922 -1.7962  0.412
C -4.3332 -3.3874 0.7540  -1.405
H -1.9289 -1.5447 -5.9194  0.455
C -1.5479 3.1061 6.0735  -0.428
C 0.6203 3.4238 -4.5275  -0.567
H -1.7502 5.7709 -3.9621  0.394
H 1.0030 -4.9419 1.0422  0.508
H -2.9959 -2.6420 -2.8289  0.226
H -0.4219 -4.2007 1.8545  0.324
H 0.3427 -0.6194 6.3615  0.203
H 1.3560 1.3442 4.0427  0.143
C 5.2299 0.8776 -4.5029  -0.759
C -0.6568 4.2807 5.7438  -1.182
C -1.1260 4.8912 -3.7772  -0.516
P -3.7605 -2.3375 -0.5512  1.622
H 3.3671 -3.2846 0.3828  0.577
C -3.3708 -3.2710 -2.0153  -1.166
H -5.8293 -1.5060 -1.2777  0.474
Cl -0.6297 -1.8863 4.1746  -0.523
H -1.2233 2.5898 6.9830  0.163
H -0.8097 -3.7214 -5.4138  0.448
H 2.8489 -2.2153 3.3725  0.330
C -0.4399 -2.7914 -4.9591  -0.499
C 5.1399 2.2461 -2.5089  -0.497
C -1.9258 -1.5576 1.4454  -1.002
C 3.0974 1.1802 -3.3290  1.055

Forces on the atoms, in the same order (eV/Å):
0.1 -0.1 0.0
-0.1 -0.2 0.3
0.0 0.0 -0.1
0.7 0.4 -0.4
0.2 0.2 -0.2
-0.6 0.1 4.0
1.0 -1.5 0.4
0.2 0.5 -0.6
0.0 -0.2 0.2
-0.7 -1.0 -0.4
0.3 0.8 -0.2
0.7 -0.5 -0.3
0.1 0.0 0.2
-0.1 0.5 -0.2
0.1 -0.1 -0.5
-1.3 0.1 0.2
-0.2 1.1 -1.4
-0.6 -0.1 -0.2
0.1 -0.2 -0.1
-0.2 -0.1 0.5
0.1 0.0 -0.3
0.4 0.7 -0.9
-0.1 0.1 -0.7
0.5 -0.1 0.4
-1.5 -2.1 3.6
-0.3 0.2 0.0
0.0 -0.3 -0.1
0.1 0.4 1.6
0.2 0.0 -0.2
2.1 2.4 1.4
0.0 0.2 -0.6
0.0 0.9 -0.3
0.1 0.1 0.3
-0.9 -0.4 0.8
0.0 0.0 -0.1
-0.3 0.0 0.2
0.3 -0.2 0.1
-0.3 -0.2 -0.4
0.1 0.0 -0.1
-0.1 -0.4 0.1
-0.3 -0.2 -0.1
0.3 -0.1 0.2
0.3 0.0 -0.5
0.2 0.1 -0.1
-0.1 0.3 -0.2
-0.7 -0.2 -1.0
0.1 -0.1 0.1
1.8 -1.2 -0.4
-0.3 0.2 0.0
0.2 -0.2 0.2
0.2 -0.3 0.2
-0.2 -0.4 0.1
-0.1 -0.2 0.0
0.0 -0.1 -0.2
-0.2 0.8 0.0
-0.1 0.0 1.1
-0.1 0.5 0.1
-0.2 0.0 0.1
0.0 0.2 -0.3
-0.1 0.2 0.1
-1.1 -1.4 -0.1
-0.5 -0.5 0.0
0.0 0.0 0.4
-0.1 0.1 -0.1
1.1 2.1 -7.4
0.1 1.0 -0.7
0.0 0.1 -0.3
-0.5 -0.5 -0.2
-0.7 -0.5 -0.1
0.4 0.0 0.5
-0.5 -0.7 0.3
-0.5 -0.2 0.3
0.2 -0.4 0.3
-0.2 0.2 0.0
-0.1 0.1 0.2
0.2 0.0 -0.1
-0.1 0.2 0.1
-0.7 0.4 0.4
0.1 -0.4 0.2
0.1 0.3 -0.1
0.4 -0.2 -0.5
1.8 1.0 1.1
-0.4 0.3 0.0
-0.2 -0.4 -0.4
0.0 0.3 0.0
0.0 0.0 0.2
-0.1 0.4 0.0
0.3 0.5 0.3
-0.2 -0.5 -0.1
0.2 0.2 0.1
-0.6 -0.2 0.5
-0.5 -0.7 0.0
1.4 -0.9 -0.2


[2]
A molecular structure, C34H50BN7O3PdS at a distorted geometry, computed with ωB97M-V/def2-TZVPD.

Results
**Orbital gap (spin up / spin down)**: 8.167 / 3.642 eV
**Maximum force**: 1.61 eV/A
**Multiplicity**: 5
**Total charge**: +2
**Expectation value of S²**: 6.03

Last column: Mulliken charge in e.
Element x y z (Å)
O -4.3026 -3.6524 -0.9410  -0.632
H 3.8500 -0.4546 2.8302  0.144
C -5.1504 -0.3428 -0.8428  0.767
C 1.1190 3.9707 0.9857  -1.153
C -2.8529 -2.7098 0.9906  -1.792
H 4.4481 -2.4852 -0.4596  0.174
C -1.0343 -1.1677 1.5939  -0.810
S -4.6930 -2.6433 -1.8799  1.110
H -8.6786 -0.8539 0.5781  0.435
H 6.4069 0.1769 -0.5293  0.509
H 2.1026 -1.8298 3.9734  0.492
H -0.0510 -2.7293 -3.7437  0.330
C 5.3289 0.2309 -0.3817  -1.396
N -3.4573 -1.5315 -1.9782  -0.363
C 4.9326 -2.0873 -1.3518  -1.338
C -1.0265 -0.0835 -3.9324  -1.183
C 2.7348 2.1719 3.5564  -1.450
C 3.2100 -0.3954 -1.7610  0.574
C -2.3243 3.6825 0.1546  -1.128
H -1.8894 4.5538 -2.4494  0.458
H -0.3538 -2.2619 -5.4206  0.438
H 3.0434 -4.0109 3.3042  0.444
H -0.4868 -2.5246 3.2662  0.757
H 6.0057 -2.2460 -1.2676  0.451
N 1.0754 -0.5521 1.1908  0.644
C 0.3154 -2.1234 -4.5743  -1.441
H 1.1935 4.9734 1.3715  0.550
C 3.7255 -1.5135 2.6141  -1.244
C 4.6597 -0.5711 -1.4883  0.558
H -4.3082 -0.9930 2.5918  0.461
C -5.8340 -1.5260 -1.0498  0.076
H 2.6297 1.1134 3.3079  0.184
N -0.2634 -0.4180 0.8291  0.760
H -7.4715 1.2535 0.9931  0.438
H -2.9739 -1.6531 3.5348  0.373
H -2.4508 2.6117 -0.0046  -0.019
N 2.1819 -0.0058 -1.0224  0.381
H 5.0345 1.2782 -0.4083  0.270
H -5.1965 1.6087 0.0566  0.533
H -1.5563 -0.6713 -3.1811  0.036
N 0.4396 2.1963 -0.1412  0.133
C -0.1871 -1.8387 2.4900  -0.790
C 2.2604 -3.5493 2.7070  -1.560
H 4.6371 3.1820 0.8218  0.370
H 5.2028 3.0900 2.4905  0.542
H -2.8319 -0.5745 0.6749  -1.317
C -3.7785 -0.3998 -1.4384  -0.076
B 2.0958 0.4101 0.4850  1.528
C -7.0028 0.4745 0.4062  -0.808
C -2.5134 -1.2822 1.4423  2.509
H -2.3179 3.8660 1.2296  0.512
N 1.0244 -0.0504 -1.7999  0.671
H -2.3632 -2.9606 0.0488  0.419
H 5.1241 -0.1780 0.6057  -0.024
C 1.1639 -1.4233 2.1835  -0.116
C -1.0263 4.1876 -0.4902  -0.144
C 3.0615 3.0064 2.3120  0.145
H -1.1157 2.9712 -2.2924  0.087
H 5.1279 -0.2604 -2.4322  0.603
H 4.4256 -2.0610 3.2429  0.583
H -3.1843 4.1918 -0.2784  0.448
C -7.0983 -1.7459 -0.5583  -0.762
C 2.3189 -2.0145 2.9106  0.706
H -0.9277 5.2468 -0.2500  0.528
H 1.8067 2.5095 4.0182  0.367
H 1.3026 -2.4887 -4.8633  0.428
C 2.6869 -0.7143 -3.0641  -1.457
H -1.6265 -0.1651 -4.8369  0.550
H -7.6238 -2.6747 -0.7349  0.482
H 4.5711 -2.6508 -2.2135  0.463
C 1.3098 -0.4632 -3.0328  -0.645
H 2.4308 -3.7976 1.6583  0.398
H -0.9912 0.9838 -3.6789  -0.017
C 0.3654 -0.6387 -4.1822  0.801
H 1.3089 -3.9857 3.0089  0.443
H 3.2668 -1.0474 -3.9112  0.645
H -2.9841 0.0645 3.1012  0.385
H -0.1260 4.4316 -2.4507  0.393
C 4.4671 2.7025 1.7866  -1.365
C -1.0403 4.0294 -2.0146  -1.241
H 3.9908 -1.7085 1.5751  -0.042
C -3.2325 -0.9382 2.7502  -1.764
H 3.1539 0.3479 0.9857  -0.976
H 4.6366 1.6304 1.6916  0.049
C 1.9616 2.9141 1.2945  0.443
O -5.1210 -3.0142 -3.1845  -0.689
O -2.9955 0.6167 -1.3431  -0.428
C -5.7265 0.6788 -0.1085  -0.277
H -2.5427 -3.4366 1.7469  0.466
C 0.1575 3.4797 0.1035  -0.044
H -3.9257 -2.8171 0.8455  0.519
N 1.5359 1.8419 0.5860  0.680
H 3.0571 4.0543 2.6146  0.574
H 0.8040 -0.0867 -5.0209  0.494
H 3.5373 2.2781 4.2864  0.427
Pd -0.9086 0.7070 -1.0158  -0.169
C -7.6832 -0.7155 0.1782  -0.478

Forces on the atoms, in the same order (eV/Å):
-0.4 -0.6 -0.7
0.0 0.0 -0.1
0.0 0.2 0.0
0.1 -0.2 0.1
0.5 0.2 0.4
0.0 0.0 0.0
0.0 0.8 -0.8
-0.4 0.6 0.2
0.0 0.0 0.0
0.0 0.0 0.0
-0.1 0.0 0.0
0.0 0.0 0.0
0.0 -0.1 0.0
0.5 0.0 -0.1
-0.2 0.0 -0.1
0.1 0.0 0.0
0.0 0.2 0.0
-0.1 0.2 0.9
0.2 0.1 0.0
0.0 -0.1 0.0
0.0 0.0 0.0
0.0 0.0 0.0
0.1 0.0 0.0
0.0 0.0 0.0
0.4 -0.9 0.8
0.2 0.0 0.1
0.0 0.0 0.0
-0.1 0.0 0.0
0.3 0.1 0.1
0.0 0.0 0.0
0.5 -0.3 -0.2
0.0 0.0 0.0
-1.6 -0.2 -0.2
0.0 0.0 0.0
0.0 0.0 0.0
-0.1 -0.1 0.0
1.1 -0.5 -0.4
0.0 -0.1 0.0
0.0 0.0 0.0
-0.1 0.1 0.1
-0.7 0.0 -0.4
-0.2 -0.4 0.5
-0.1 0.1 -0.1
0.0 0.0 0.0
0.0 0.0 0.0
0.2 0.0 0.1
-0.7 -0.5 0.2
-0.2 0.9 0.2
0.0 0.1 0.0
-0.1 -0.2 0.2
0.0 0.0 0.0
-0.8 -0.1 -1.3
-0.1 0.0 0.1
0.0 0.0 -0.1
0.5 0.5 -0.4
-0.1 -0.3 -0.1
0.2 -0.3 0.0
-0.1 0.0 -0.1
-0.1 0.0 0.0
0.0 0.0 0.0
0.0 0.0 0.0
-0.2 0.0 0.0
0.3 -0.1 0.1
0.1 0.0 0.0
0.0 0.0 0.0
0.0 -0.1 0.0
0.2 -0.1 -0.6
0.0 0.0 -0.1
0.0 0.0 0.0
0.0 0.0 0.0
-0.5 0.3 0.8
0.0 0.0 0.0
-0.1 -0.1 0.1
-0.2 0.0 -0.1
0.0 0.0 0.0
0.0 0.0 0.0
0.0 0.0 0.0
0.0 0.0 -0.1
-0.1 0.0 0.1
0.1 0.1 0.2
0.0 0.0 0.0
0.2 0.0 0.1
-0.1 -0.1 0.0
0.0 0.1 0.0
-0.2 0.7 0.0
0.0 0.0 -0.2
1.0 0.2 0.2
0.0 0.0 0.0
0.0 0.0 0.1
0.3 -0.2 0.0
0.3 0.1 0.2
0.2 -0.6 0.0
0.0 0.0 0.0
0.1 0.0 0.1
0.0 -0.1 0.0
0.2 0.3 0.3
0.0 -0.1 -0.1